Version A
A molecular structure, C12H25F6MoN4O6S2Se2, computed with ωB97M-V/def2-TZVPD.

Properties
**M**: 753.336 g mol⁻¹
**Kohn-Sham gap (spin up / spin down)**: 5.44 / 6.59 eV
**Lowest unoccupied orbital energy (spin up / spin down)**: -13.557 / -12.454 eV
**⟨S²⟩**: 2.051

```
! RIJCOSX wB97M-V def2-TZVPD def2/J DEFGRID3
* xyz 3 3
Mo 0.382 -0.301 0.153
Se 0.199 -2.766 1.028
Se 2.963 -1.087 0.093
S -2.497 1.655 0.166
S -0.008 2.955 -0.567
F -0.243 5.288 0.838
F -4.309 1.542 2.043
F 1.692 4.148 1.202
F -3.484 3.588 1.637
F -0.177 3.486 2.119
F -2.442 2.269 2.964
O 0.149 -0.771 -2.031
O 0.190 3.604 -1.849
O -1.749 0.381 0.522
O -3.643 1.473 -0.684
O 0.866 1.785 -0.447
O 0.692 0.425 2.359
N 2.351 0.388 3.914
N 0.306 -0.605 4.426
N -1.531 2.738 -0.410
N -0.567 0.828 -3.446
C 1.060 0.022 3.496
C -1.302 -3.406 -0.134
C -0.835 -0.232 -2.646
C -2.291 -0.651 -2.620
C 0.815 1.124 -3.896
C 0.334 4.073 0.961
C -0.865 -1.455 4.055
C -3.190 2.310 1.859
C 3.088 -2.920 0.932
C -1.445 1.911 -3.935
C 2.014 -3.751 0.429
C 3.356 -1.564 -1.801
H 2.935 -2.675 2.029
H -1.667 -4.353 0.173
H 1.824 -4.639 1.017
H -0.737 -2.012 3.130
H 2.639 -1.184 -2.477
H 2.612 0.323 4.861
H 4.121 -3.310 0.720
H -0.982 -2.270 4.863
H 1.237 0.331 -4.472
H 4.373 -1.171 -2.092
H -0.842 -3.403 -1.122
H -2.036 -2.588 -0.146
H -1.743 -0.853 4.055
H 0.934 2.064 -4.488
H -1.056 2.886 -3.494
H 1.423 1.058 -2.999
H -2.528 -1.226 -3.610
H 2.798 1.187 3.437
H -2.835 0.282 -2.513
H 3.401 -2.595 -2.029
H -1.573 1.897 -5.023
H -2.434 1.700 -3.458
H 1.873 -3.790 -0.649
H 0.807 -0.916 5.256
H -2.425 -1.229 -1.700
*
```

Version B
A molecular structure, C12H25F6MoN4O6S2Se2, computed with ωB97M-V/def2-TZVPD.

Properties
**M**: 753.336 g mol⁻¹
**Kohn-Sham gap (spin up / spin down)**: 6.45 / 5.45 eV
**Lowest unoccupied orbital energy (spin up / spin down)**: -11.749 / -11.996 eV
**⟨S²⟩**: 2.155

```
! RIJCOSX wB97M-V def2-TZVPD def2/J DEFGRID3
* xyz 3 3
Mo 8.275 9.584 8.320
Se 8.106 11.458 6.766
Se 10.374 9.823 5.563
S 6.713 8.156 10.197
S 6.754 10.676 11.130
F 7.489 6.020 11.743
F 5.309 6.323 11.595
F 5.275 12.818 10.623
F 4.058 11.064 11.134
F 6.427 5.389 9.917
F 4.959 11.272 9.123
O 10.340 9.929 8.593
O 8.708 7.922 7.174
O 7.077 11.396 12.321
O 8.275 8.104 10.120
O 6.283 8.684 8.841
O 7.620 10.984 9.926
N 7.199 6.266 6.847
N 10.473 9.929 10.870
N 6.499 9.175 11.356
N 11.837 11.301 9.592
C 10.849 10.388 9.694
C 5.176 11.457 10.445
C 12.633 11.925 10.670
C 6.461 6.306 10.911
C 9.230 10.660 4.112
C 6.790 4.876 6.939
C 6.449 7.062 5.850
C 11.618 11.275 5.976
C 8.235 11.696 4.648
C 9.430 5.829 7.931
C 7.541 13.127 7.620
C 8.396 6.689 7.307
H 9.164 4.725 7.920
H 9.711 6.096 8.987
H 7.479 4.234 6.414
H 9.897 11.063 3.337
H 6.699 12.837 8.240
H 6.812 6.856 4.827
H 5.808 4.685 6.409
H 8.692 9.805 3.628
H 10.822 10.340 11.718
H 12.310 11.607 11.633
H 9.872 9.083 10.959
H 5.375 6.804 5.895
H 12.385 10.814 6.601
H 7.360 13.887 6.872
H 12.551 12.987 10.582
H 7.190 11.591 4.243
H 8.393 13.402 8.263
H 6.719 4.576 8.007
H 8.597 12.721 4.583
H 6.585 8.092 6.045
H 10.338 5.878 7.314
H 10.968 11.885 6.604
H 11.927 11.835 5.084
H 11.986 11.687 8.659
H 13.698 11.682 10.613
*
```

Short version: version B, version A, most stable first.

Version A
A gas-phase ion, C4H6N3O (charge +1), computed with ωB97M-V/def2-TZVPD.

Properties
**M**: 112.112 g mol⁻¹
**Kohn-Sham gap**: 9.84 eV
**Lowest unoccupied orbital energy**: -4.333 eV

```
! RIJCOSX wB97M-V def2-TZVPD def2/J DEFGRID3
* xyz 1 1
O -0.669 -0.851 0.829
N 1.223 -0.492 -0.746
N 2.263 -1.670 1.039
N 0.852 0.646 -1.254
C -1.532 -0.046 0.560
C -1.477 1.028 -0.472
C 1.512 -1.126 0.198
C -0.175 1.341 -1.111
H -2.244 0.614 -1.191
H 3.203 -1.229 1.188
H -2.583 0.004 1.017
H -2.039 1.924 -0.031
H 1.839 -2.479 1.482
H -0.173 2.337 -1.508
*
```

Version B
A gas-phase ion, C4H6N3O (charge +1), computed with ωB97M-V/def2-TZVPD.

Properties
**M**: 112.112 g mol⁻¹
**Kohn-Sham gap (spin up / spin down)**: 8.42 / 6.40 eV
**Lowest unoccupied orbital energy (spin up / spin down)**: -6.418 / -7.432 eV

```
! RIJCOSX wB97M-V def2-TZVPD def2/J DEFGRID3
* xyz 1 1
O 2.038 0.281 1.778
N 1.236 0.182 0.773
N -0.953 2.597 -1.524
N 0.143 -1.260 -0.698
C -1.256 0.667 0.143
C 1.231 -0.771 -0.016
C -1.151 -0.715 -0.248
C -1.071 1.755 -0.756
H -1.433 -1.285 0.572
H -1.868 -0.633 -1.031
H -1.637 0.923 1.061
H 2.352 1.286 1.900
H 2.088 -1.353 -0.308
H 0.281 -1.675 -1.646
*
```

Short version: version A, version B, most stable first.

Version A
A gas-phase ion, C4H6N3O (charge +1), computed with ωB97M-V/def2-TZVPD.

Properties
**M**: 112.112 g mol⁻¹
**Kohn-Sham gap (spin up / spin down)**: 7.28 / 7.28 eV
**Lowest unoccupied orbital energy (spin up / spin down)**: -6.327 / -6.327 eV

```
! RIJCOSX wB97M-V def2-TZVPD def2/J DEFGRID3
* xyz 1 1
O -1.711 1.681 0.042
N -1.460 0.506 -0.111
N 0.858 0.899 -0.667
N -0.182 -1.270 -0.954
C -0.252 0.132 -1.174
C 1.238 0.899 0.606
C -1.011 -1.660 -0.080
C -1.790 -0.563 0.510
H 1.918 1.716 0.862
H 0.683 0.102 1.286
H -1.411 -2.628 0.025
H -0.585 0.219 -2.160
H -2.396 -0.670 1.397
H 1.385 1.468 -1.372
*
```

Version B
A gas-phase ion, C4H6N3O (charge +1), computed with ωB97M-V/def2-TZVPD.

Properties
**M**: 112.112 g mol⁻¹
**Kohn-Sham gap**: 9.20 eV
**Lowest unoccupied orbital energy**: -5.505 eV

```
! RIJCOSX wB97M-V def2-TZVPD def2/J DEFGRID3
* xyz 1 1
O 1.800 -1.469 0.769
N -1.159 -1.130 -1.129
N 1.436 1.096 1.331
N -0.530 0.903 -0.031
C -1.415 0.186 -0.894
C -0.141 -1.747 -0.662
C 0.598 0.439 0.540
C 0.815 -1.038 0.243
H -2.473 0.327 -0.756
H -0.126 -2.724 -1.157
H -0.832 1.786 0.274
H 1.242 2.111 1.625
H -1.408 0.617 -1.916
H 2.191 0.644 1.763
*
```

Version C
A gas-phase ion, C4H6N3O (charge +1), computed with ωB97M-V/def2-TZVPD.

Properties
**M**: 112.112 g mol⁻¹
**Kohn-Sham gap**: 10.33 eV
**Lowest unoccupied orbital energy**: -5.452 eV

```
! RIJCOSX wB97M-V def2-TZVPD def2/J DEFGRID3
* xyz 1 1
O 1.488 1.834 -0.201
N -2.029 -0.920 0.030
N -0.269 0.356 -0.084
N -0.760 -0.896 -0.104
C 2.129 -0.744 -0.001
C -2.437 0.338 0.152
C 1.141 0.720 -0.132
C -1.326 1.171 0.079
H -3.473 0.587 0.282
H 3.150 -0.389 -0.030
H -1.236 2.239 0.142
H 1.913 -1.370 -0.855
H 1.896 -1.198 0.953
H -0.187 -1.728 -0.230
*
```

Short version: version B, version C, version A, most stable first.

Version A
3 unconnected molecules or ions with the total composition C3H3N5O, computed with ωB97M-V/def2-TZVPD.

Properties
**M**: 125.091 g mol⁻¹
**Kohn-Sham gap**: 8.33 eV
**Lowest unoccupied orbital energy**: -1.028 eV

```
! RIJCOSX wB97M-V def2-TZVPD def2/J DEFGRID3
* xyz 0 1
O -2.314 -1.051 -0.146
N 1.918 0.860 -0.015
N 2.431 -0.327 -0.191
N -0.423 1.724 -0.277
N -1.570 1.025 -0.186
N 1.389 -1.134 -0.135
C -1.307 -0.143 -0.208
C 0.175 -0.437 -0.173
C 0.577 0.868 -0.174
H -1.836 -2.025 0.729
H 1.562 -2.151 -0.138
H -0.602 2.791 0.913
*
```

Version B
A single C3H3N5O molecule, computed with ωB97M-V/def2-TZVPD.

Properties
**M**: 125.091 g mol⁻¹
**Kohn-Sham gap**: 6.89 eV
**Lowest unoccupied orbital energy**: -3.253 eV

```
! RIJCOSX wB97M-V def2-TZVPD def2/J DEFGRID3
* xyz 0 1
O 2.257 -1.423 -0.525
N 1.101 1.798 0.167
N 0.067 1.765 -0.850
N -0.020 -1.186 -0.367
N -2.249 -0.809 0.112
N -1.102 0.979 -0.504
C 1.679 0.633 0.334
C 1.253 -0.745 -0.292
C -1.034 -0.341 -0.409
H -1.802 -1.251 0.939
H 2.538 0.507 1.049
H -2.688 0.074 0.346
*
```

Short version: version B, version A, most stable first.

Version A
7 unconnected molecules or ions with the total composition H14O6S, computed with ωB97M-V/def2-TZVPD.

Properties
**M**: 142.173 g mol⁻¹
**Kohn-Sham gap**: 10.48 eV
**Lowest unoccupied orbital energy**: 0.360 eV

```
! RIJCOSX wB97M-V def2-TZVPD def2/J DEFGRID3
* xyz 0 1
S 1.782 -2.943 -0.942
O -1.284 0.734 -2.347
O -2.044 -0.037 1.039
O -2.243 2.724 -0.397
O 0.469 -0.903 2.785
O 0.545 2.259 1.679
O 1.069 0.296 -0.870
H -0.236 -1.253 2.227
H -2.612 0.739 0.958
H 1.803 -0.341 -0.867
H -0.422 0.703 -1.896
H -2.058 2.121 -1.130
H 0.980 0.617 0.035
H -1.705 -0.123 0.139
H 1.075 2.402 2.471
H 2.643 -2.972 -1.968
H -0.112 2.962 1.715
H 0.553 0.004 2.468
H 2.707 -2.685 -0.007
H -2.021 3.589 -0.753
H -1.191 0.322 -3.206
*
```

Version B
7 unconnected molecules or ions with the total composition H14O6S, computed with ωB97M-V/def2-TZVPD.

Properties
**M**: 142.173 g mol⁻¹
**Kohn-Sham gap**: 9.90 eV
**Lowest unoccupied orbital energy**: 0.375 eV

```
! RIJCOSX wB97M-V def2-TZVPD def2/J DEFGRID3
* xyz 0 1
S 3.042 1.141 -3.142
O -3.364 1.324 -0.304
O -2.253 -2.075 0.057
O 2.113 1.678 2.361
O -1.744 -0.328 2.440
O 0.660 -0.274 0.396
O 1.571 -2.085 -2.015
H -0.275 -0.076 0.502
H 2.213 2.299 1.632
H -2.207 -0.202 3.274
H 4.324 1.179 -3.541
H 2.206 -1.931 -1.304
H 0.810 -1.588 -1.701
H -4.207 0.967 -0.602
H -2.946 0.617 0.193
H -2.443 -0.638 1.853
H -2.574 -2.959 -0.095
H 1.075 0.344 1.023
H -1.482 -1.804 -0.442
H 2.604 2.067 3.095
H 2.878 2.344 -3.679
*
```

Short version: version A, version B, most stable first.

Version A
A single C3H6S2 molecule, computed with ωB97M-V/def2-TZVPD.

Properties
**M**: 106.215 g mol⁻¹
**Kohn-Sham gap**: 8.48 eV
**Lowest unoccupied orbital energy**: -0.402 eV

```
! RIJCOSX wB97M-V def2-TZVPD def2/J DEFGRID3
* xyz 0 1
S -2.193 -0.863 -0.346
S 1.685 -1.146 -0.312
C 0.387 -0.045 0.508
C 0.071 1.301 -0.332
C -0.841 -0.888 0.502
H 0.693 1.304 -1.247
H 0.841 -1.575 -1.214
H -0.733 -1.634 1.257
H 0.376 2.212 0.170
H -0.984 1.196 -0.534
H 0.698 0.138 1.548
*
```

Version B
A single C3H6S2 molecule, computed with ωB97M-V/def2-TZVPD.

Properties
**M**: 106.215 g mol⁻¹
**Kohn-Sham gap**: 9.52 eV
**Lowest unoccupied orbital energy**: 0.911 eV

```
! RIJCOSX wB97M-V def2-TZVPD def2/J DEFGRID3
* xyz 0 1
S 1.546 -0.417 0.161
S -0.568 0.966 -1.202
C 0.893 -0.071 -1.565
C -1.084 0.285 0.395
C 0.133 -0.115 1.288
H 0.157 0.527 2.148
H -1.734 -0.514 0.113
H 1.725 0.359 -2.123
H -1.573 1.101 0.855
H -0.133 -1.054 1.770
H 0.636 -1.067 -1.839
*
```

Short version: version B, version A, most stable first.